1.
55
Properties=species:S:1:pos:R:3:forces:R:3:mulliken_charge:R:1 method="wB97M-V/def2-TZVPD" homo_ev=-12.586 e_lumo_ev=-2.787 de_lowest_kcal_mol=196.5 charge=+1 energy_ha=-1376.075169 multiplicity=1
O -0.8666 -1.5762 3.1627 2.35 5.44 -0.34 -0.659
H -3.9824 -0.3517 -0.4961 0.22 -0.20 3.26 0.291
H -0.0669 -1.2232 2.3611 -0.68 0.00 0.97 0.641
O 0.8275 -0.1212 2.1564 -0.91 2.38 -1.08 -0.520
H -1.4222 -0.6321 2.8537 1.58 -3.09 1.55 0.435
O -1.6108 0.9446 1.4357 -4.01 0.40 -1.36 -0.667
H -1.3685 1.7833 0.9757 -0.16 -0.52 0.61 0.283
H -2.7127 0.8301 1.1877 4.18 -0.06 0.95 0.349
O 4.1912 1.3032 -1.7359 3.64 0.86 -2.62 -0.624
H 5.0402 1.9838 -1.9331 -3.51 -2.97 0.58 0.332
H 4.1882 0.6653 -2.5461 0.18 1.87 2.16 0.294
O -4.3831 0.7504 3.4518 -0.12 0.02 -0.42 -0.639
H -5.0106 1.1776 2.7881 1.50 -0.04 2.18 0.328
H -4.0195 1.2528 4.2316 -1.33 -0.03 -1.81 0.314
O 0.1114 -3.5950 0.0274 1.57 -2.45 1.69 -0.621
H 0.5876 -3.1652 -0.6489 0.56 1.45 -1.59 0.293
H 0.8642 -4.2439 0.2667 -2.09 1.14 -0.10 0.311
O -2.7554 3.1794 -2.4995 -4.26 -1.80 0.80 -0.662
H -3.4401 2.7126 -1.8698 2.41 1.12 -0.72 0.307
H -3.5021 3.2431 -3.1658 1.76 0.67 0.07 0.314
O -0.4314 3.4163 -0.3309 -2.81 0.58 -0.71 -0.647
H 0.1111 2.6689 -0.4562 1.49 -1.64 -0.21 0.255
H -1.2324 3.2109 -0.9087 1.50 0.79 0.82 0.357
O 1.6562 -3.0533 3.4224 1.92 -1.12 1.46 -0.591
H 1.0157 -3.6888 3.1440 -1.13 -0.48 -0.59 0.312
H -0.1062 -1.1999 3.9188 -3.12 -1.00 -2.11 0.500
O 2.5310 -1.0991 -1.6566 1.37 -3.92 -1.59 -0.604
H 2.3553 -0.8487 -2.5528 -0.99 1.83 -0.89 0.236
H 2.8125 -2.0018 -2.0193 0.16 0.84 1.88 0.242
O 0.4850 0.3018 -2.9842 -0.24 -2.07 -0.19 -0.456
H -0.3760 -0.0293 -3.2630 -0.03 -1.16 -0.95 0.252
H 0.1043 1.1191 -2.8040 0.03 3.38 0.66 0.207
O 2.9161 3.7750 -1.6561 -5.67 2.90 -2.13 -0.606
H 3.4765 3.3122 -1.1314 1.80 -2.42 2.75 0.287
H 1.9223 3.7574 -1.3290 3.55 -0.15 -0.63 0.305
O -3.9094 -0.2398 0.5416 1.45 3.76 -5.03 -0.567
H 2.2594 -3.6807 3.9404 -0.90 1.67 -0.87 0.301
H -4.2714 -0.9555 0.9404 -1.81 -3.53 1.79 0.258
O 4.7168 -3.7104 -1.3612 -2.79 -4.60 1.27 -0.621
H 5.1873 -2.9760 -1.1634 2.47 3.77 0.86 0.302
H 4.6151 -4.1674 -0.4592 0.23 0.92 -2.15 0.325
O 1.4534 0.6333 -0.4126 0.09 0.85 1.11 -0.330
H 2.4389 0.4514 -0.5874 -2.62 0.12 -0.58 0.247
H 0.7654 0.2056 -0.9956 2.27 0.20 0.32 0.314
O -2.2372 0.3703 -4.1058 0.68 -0.79 0.30 -0.606
H -2.5909 0.0624 -3.2497 -0.54 0.71 -0.93 0.330
H -2.6365 1.1640 -4.4777 -0.20 -0.18 0.71 0.283
O 0.5403 0.7453 4.5459 0.03 -1.66 -2.04 -0.520
H 0.3671 1.2230 5.2998 -1.14 1.66 2.92 0.256
H 1.4753 0.8771 4.4581 0.88 -0.19 -0.56 0.289
O -3.1345 -1.8352 -1.9890 0.36 -0.12 0.23 -0.603
H -3.3383 -2.7691 -1.8907 -0.78 -0.22 -0.24 0.292
H -2.2110 -1.8986 -1.7329 0.46 0.50 0.12 0.311
H 1.4501 -0.1562 1.4408 1.15 -1.00 -1.17 0.307
H 0.4467 0.7729 1.7756 -0.01 -2.44 1.59 0.283



2.
65
Properties=species:S:1:pos:R:3:forces:R:3:mulliken_charge:R:1 method="wB97M-V/def2-TZVPD" homo_ev=-13.836 e_lumo_ev=-7.568 charge=+2 energy_ha=-1213.540210 multiplicity=1
C 1.4733 -2.5517 -1.9801 0.42 -0.38 0.00 -0.391
C 2.0404 -1.6878 -2.9649 0.10 0.18 -0.21 0.871
C 1.2841 -0.6376 -3.5108 -0.02 -0.17 0.17 -0.216
C 1.8117 0.1814 -4.4819 -0.32 0.22 -0.06 -0.541
C 3.1031 -0.0140 -4.9369 -0.14 0.05 -0.06 -0.503
C 3.8652 -1.0442 -4.4186 0.25 -0.28 0.07 -0.735
C 3.3513 -1.8691 -3.4467 -0.04 -0.01 0.02 -0.524
C 2.1408 -3.6450 -1.4773 0.03 0.26 -0.26 -0.011
C 1.6734 -4.5136 -0.5166 0.49 -0.32 0.16 -0.474
C 2.4503 -5.6021 -0.0169 -0.10 0.06 -0.03 1.029
C 1.9134 -6.4812 0.9393 -0.08 0.09 -0.03 -0.426
C 2.6657 -7.5185 1.4405 -0.30 -0.12 0.25 -0.657
C 3.9676 -7.7161 1.0142 -0.11 -0.04 0.10 -0.346
C 4.5134 -6.8674 0.0690 0.29 0.24 -0.31 -0.771
C 3.7737 -5.8279 -0.4413 0.15 -0.01 -0.09 -0.329
H 0.4761 -2.3437 -1.6330 -0.36 0.11 0.11 0.457
H 0.2751 -0.4868 -3.1632 -0.23 0.04 0.03 0.387
H 1.2084 0.9677 -4.9030 -0.08 0.15 -0.03 0.423
H 3.5086 0.6219 -5.7057 0.06 0.12 -0.11 0.440
H 4.8581 -1.2157 -4.7959 0.21 -0.01 0.00 0.439
H 3.9659 -2.6639 -3.0633 0.16 -0.06 0.00 0.417
H 3.1139 -3.8460 -1.8778 0.17 -0.02 -0.07 0.040
H 0.6956 -4.3520 -0.1005 -0.41 -0.04 0.16 0.426
H 0.9007 -6.3357 1.2725 -0.24 0.01 0.12 0.383
H 2.2421 -8.1802 2.1754 -0.12 -0.11 0.13 0.403
H 4.5579 -8.5230 1.4207 0.02 -0.09 0.03 0.418
H 5.5278 -7.0194 -0.2620 0.11 0.01 -0.07 0.412
H 4.2314 -5.1813 -1.1698 0.12 0.03 -0.07 0.367
C -7.4491 4.9974 2.1935 -0.07 0.11 -0.08 -1.351
C -6.3708 4.1391 2.8387 0.05 -0.21 0.25 -0.341
C -4.9609 4.4435 2.3242 -0.15 0.19 -0.22 -0.458
C -3.8656 3.5673 2.9641 -0.06 0.42 0.34 -0.981
N -3.1573 2.7546 1.9655 1.77 0.13 -2.26 0.152
C -3.5719 1.5027 1.4850 1.12 0.97 -0.25 -0.445
C -2.7625 1.1585 0.4408 0.30 1.34 0.52 -0.334
N -1.8638 2.2163 0.2140 -0.90 1.07 2.23 0.332
C -0.6758 2.1608 -0.6511 0.14 0.22 -0.47 -1.350
C 0.5235 1.5327 0.0491 0.93 -0.58 0.25 0.855
C 0.9572 2.2853 1.3290 0.02 0.00 -0.23 -0.609
C 2.4822 2.1088 1.3877 0.03 -0.18 0.11 -0.721
C 2.9064 1.9840 -0.0824 -0.01 0.33 -0.22 -0.551
N 1.7275 1.5034 -0.8424 -0.81 -0.25 0.43 -0.274
C -2.1054 3.2227 1.1629 -2.30 -4.16 -0.26 -0.111
H -8.4400 4.7617 2.5886 0.15 -0.02 0.00 0.365
H -7.2737 6.0608 2.3659 0.04 -0.02 0.06 0.346
H -7.4857 4.8530 1.1120 0.03 -0.06 0.00 0.342
H -6.3940 4.2690 3.9294 0.04 0.06 -0.16 0.333
H -6.5937 3.0769 2.6718 0.03 0.07 -0.05 0.288
H -4.9280 4.2998 1.2371 -0.07 -0.03 0.09 0.317
H -4.7341 5.5072 2.4742 0.00 -0.23 0.11 0.410
H -3.1194 4.1749 3.4847 -0.03 -0.12 -0.18 0.335
H -4.2813 2.8988 3.7241 0.05 -0.08 -0.27 0.497
H -4.3871 0.9331 1.8949 -0.05 0.22 0.23 0.469
H -2.7878 0.2467 -0.1312 0.20 0.17 -0.18 0.458
H -0.9213 1.6025 -1.5585 -0.17 0.05 0.18 0.295
H -0.4303 3.1753 -0.9706 -0.02 -0.01 0.09 0.323
H 0.2615 0.4988 0.3254 -0.13 0.12 0.01 0.010
H 0.7041 3.3473 1.2340 0.11 -0.01 -0.04 0.231
H 0.4470 1.9119 2.2258 0.14 0.04 -0.21 0.381
H 2.9812 2.9442 1.8945 -0.15 -0.23 -0.15 0.370
H 2.7395 1.1973 1.9413 -0.10 0.13 -0.11 0.295
H 3.1824 2.9665 -0.4825 0.06 -0.14 0.12 0.307
H 3.7713 1.3234 -0.2163 -0.24 0.10 0.00 0.327
H 1.8641 0.5750 -1.2523 -0.02 0.59 0.38 0.079
H -1.5777 4.1516 1.2640 0.01 0.10 0.01 0.418



3.
12
Properties=species:S:1:pos:R:3:forces:R:3:mulliken_charge:R:1 method="wB97M-V/def2-TZVPD" homo_ev="-7.177 / -7.176" e_lumo_ev="0.670 / 0.670" de_lowest_kcal_mol=120.5 charge=0 energy_ha=-302.501079 multiplicity=1
N 1.6814 0.3973 -0.5088 -0.08 -0.18 0.17 -0.385
C 0.6860 0.1641 0.3464 -0.07 -0.03 -0.09 0.517
O 0.8322 -0.1577 1.5630 0.26 0.25 -0.41 -0.296
C -0.6952 0.2848 -0.1179 -0.04 0.22 -0.47 0.183
C -1.1353 -0.2654 -1.2535 -0.17 -0.02 -0.05 -0.913
N -0.5204 -0.7858 1.8460 -0.16 -0.07 0.68 -0.623
H 2.6601 0.2590 -0.3032 -0.24 -0.03 0.13 0.256
H 1.3804 0.6212 -1.4462 0.22 0.01 0.09 0.257
H -1.2683 1.0259 0.4326 0.03 -0.12 -0.13 0.284
H -0.6151 -1.0962 -1.7262 0.02 0.29 -0.04 0.274
H -2.1280 -0.0223 -1.6054 0.01 -0.12 -0.07 0.255
H -0.8668 -0.1171 2.5478 0.19 -0.21 0.18 0.191



4.
82
Properties=species:S:1:pos:R:3:forces:R:3:mulliken_charge:R:1 method="wB97M-V/def2-TZVPD" homo_ev=-9.334 e_lumo_ev=-8.386 de_lowest_kcal_mol=55.3 charge=+1 energy_ha=-7040.369386 multiplicity=1
C -1.1492 -2.2945 -1.1480 0.54 1.01 -1.12 -0.623
C -0.0911 -2.6162 -2.2921 -1.78 1.58 0.31 0.044
C -0.1490 -1.4561 -3.3698 1.22 -0.39 1.20 0.623
C 0.1910 -0.0106 -2.8635 -0.36 -0.36 -1.45 4.270
C -0.4202 1.0707 -3.8365 -0.39 -0.45 0.91 -2.768
C -1.5828 1.9687 -3.2607 0.51 0.23 0.71 2.064
C -0.9421 2.8254 -2.1107 -1.55 -0.81 0.71 -0.451
C -1.3533 2.3620 -0.6661 -0.99 0.67 -0.92 -0.382
O -1.3880 3.0754 0.3063 0.23 -0.59 -0.68 -0.453
N -2.0875 2.8091 -4.3520 0.46 -0.65 0.07 -0.422
C -2.9471 1.8747 -5.0902 -0.25 0.73 -0.41 -0.268
O -3.1134 1.9995 -6.2637 -0.04 -0.38 0.43 -0.481
C -3.4907 0.7698 -4.1352 1.55 0.54 -0.33 2.748
C -4.9615 0.4632 -4.2061 -0.79 0.53 -0.63 -0.556
I -6.1150 1.4887 -5.6787 0.30 -0.11 0.34 0.083
C -5.5547 -0.4231 -3.4149 0.25 -0.01 -0.17 0.055
C -4.8023 -1.1829 -2.3678 -0.24 -0.07 0.58 -0.544
I -7.6525 -0.8508 -3.6194 0.60 0.00 0.19 0.367
C -2.8889 1.2785 -2.7929 0.05 -2.05 -1.31 -0.157
O -3.8609 2.0963 -2.1930 0.50 0.12 0.53 -0.535
H -0.7181 -1.6098 -0.3700 -1.23 -3.20 -1.69 -0.920
H -1.5236 -3.1786 -0.6520 -0.12 -0.03 0.06 0.528
H -1.9637 -1.7100 -1.6586 0.31 -0.60 0.61 0.801
H -0.4924 -3.5337 -2.7997 1.31 0.54 0.92 -0.147
H 0.8986 -2.7726 -1.8721 0.13 -0.26 -0.21 0.414
H 0.6049 -1.6859 -4.1259 -0.09 0.02 -0.18 0.465
H -1.1022 -1.4684 -3.8843 -0.23 0.11 0.18 -1.038
H 1.2779 0.0713 -2.9179 0.06 0.12 0.26 0.774
H -0.0774 0.1458 -1.8242 -0.28 -0.07 -2.09 -4.266
H -0.6884 0.5447 -4.7525 -0.30 0.15 -0.07 0.622
H 0.3627 1.7692 -4.1226 -0.07 0.16 -0.05 0.538
H -1.3239 3.8421 -2.1918 0.53 0.28 0.08 0.441
H 0.1429 2.7746 -2.1719 0.08 0.42 -0.03 0.407
H -1.5921 1.2368 -0.5247 -1.81 3.12 -1.51 -0.098
H -2.6782 3.5180 -3.9256 -0.11 0.31 -0.46 0.504
H -2.9299 -0.1582 -4.4659 -0.64 1.18 0.61 -1.741
H -4.0019 -1.7870 -2.7911 -0.02 -0.02 -0.27 -0.134
H -5.4313 -1.8374 -1.7704 -0.12 -0.03 -0.09 0.539
H -4.3486 -0.4773 -1.6737 -0.09 0.04 0.14 0.069
H -2.6450 0.3772 -2.2169 -0.18 0.30 0.57 -0.559
H -3.4954 2.9519 -1.9520 -0.09 0.14 0.16 0.623
O 0.1911 -3.6671 0.9461 -0.03 -0.85 -0.31 -0.475
C 1.3461 -4.1025 0.9145 1.30 5.53 2.09 -0.107
C 1.2452 -5.8617 0.3214 -1.32 -5.09 -1.74 -0.006
O 2.3980 -6.2540 0.3107 0.33 0.84 0.22 -0.362
H 1.9071 -4.1876 1.8617 -0.48 -1.28 0.19 0.428
H 2.0691 -3.6414 0.2125 -0.31 -0.89 -0.94 0.125
H 0.6972 -5.7457 -0.6363 0.46 1.03 -0.16 0.137
H 0.5220 -6.2944 1.0372 0.37 0.75 0.84 0.287
Mg -10.1742 -2.2712 -2.8006 -0.19 -0.12 0.09 0.166
Cs -0.0737 0.1967 0.2443 4.27 -0.33 5.61 1.009
Cl 4.5612 2.4524 3.3806 -0.16 -0.13 0.08 -0.144
C 4.5778 1.1262 4.5584 0.62 0.22 -0.25 0.131
C 5.3680 -0.0664 4.0830 -0.17 -0.28 0.49 -0.220
Cl 4.5770 -0.8887 2.7069 -0.15 0.14 -0.03 -0.261
H 3.5152 0.8522 4.7743 -0.34 -0.04 0.09 -0.193
H 5.0152 1.5211 5.4736 -0.12 -0.04 0.09 0.416
H 5.4451 -0.8015 4.8881 -0.13 -0.06 -0.06 0.101
H 6.3730 0.2118 3.7743 -0.06 0.13 -0.13 0.401
B 4.4063 -3.1468 6.2647 0.43 -0.36 0.59 0.488
F 4.4304 -4.3481 5.5573 -0.11 0.10 -0.22 -0.356
F 3.3681 -2.3342 5.7014 -0.63 0.50 -0.44 -0.272
F 4.1430 -3.3674 7.6058 -0.05 0.10 -0.02 -0.353
F 5.6246 -2.4589 6.1028 0.00 0.15 -0.13 -0.416
O 4.6231 -2.4999 -0.1519 -0.39 -0.10 0.00 -0.560
H 4.5827 -2.1613 0.7507 0.27 0.00 -0.05 0.326
H 5.0173 -3.3738 -0.0594 0.07 0.01 -0.02 0.328
O 2.2074 -0.0016 5.6441 0.60 -0.63 -0.06 -0.212
H 1.2289 0.0433 5.6099 0.11 0.32 0.03 0.286
Al -1.8929 -3.9927 -4.1451 -1.38 0.22 -1.45 0.268
C 1.0816 5.2152 3.1232 -0.45 -0.08 -0.43 -0.250
C 0.3080 5.8215 4.2705 0.30 0.39 0.13 -0.422
O 0.3682 4.8166 5.2946 0.04 -0.35 -0.27 -0.311
S 1.7588 4.0240 5.1911 -0.28 0.38 -0.28 1.009
O 2.6720 4.5619 6.1202 0.31 -0.17 0.22 -0.546
O 1.4676 2.6333 5.1343 -0.08 -0.20 0.09 -0.437
O 2.1722 4.5205 3.7249 -0.06 0.24 0.30 -0.209
H 0.4735 4.4854 2.5843 -0.07 0.05 -0.06 0.196
H 1.4467 5.9685 2.4302 0.24 -0.06 0.05 0.317
H -0.7231 6.0447 4.0132 -0.08 -0.21 0.16 0.323
H 0.7911 6.7262 4.6442 0.00 0.00 -0.01 0.317
Br -3.0313 -2.0153 -5.4432 0.46 -2.03 -0.19 -0.382



5.
71
Properties=species:S:1:pos:R:3:forces:R:3:mulliken_charge:R:1 method="wB97M-V/def2-TZVPD" homo_ev="-16.503 / -16.503" e_lumo_ev="-9.047 / -11.833" de_lowest_kcal_mol=25.2 charge=+3 energy_ha=-3503.627751 multiplicity=2
Ir -1.1540 0.2755 -0.7576 -0.01 -0.07 0.19 2.781
C -3.8751 -0.3943 0.2161 0.03 0.00 0.01 -0.690
C -4.0244 0.1828 -1.1715 0.00 -0.02 -0.02 -0.493
N -2.8559 1.0653 -1.4896 0.08 0.07 0.10 -0.742
C -2.9745 2.5123 -1.1175 0.03 -0.03 -0.03 -0.628
C -2.7974 2.7436 0.3678 0.01 0.04 0.03 -0.743
S -1.2820 1.8856 0.9523 -0.05 -0.24 -0.17 0.033
C -1.9339 0.8006 2.2802 -0.01 0.01 0.03 -0.839
C -2.0283 -0.6601 1.8512 0.05 0.00 -0.03 -0.878
N -2.4476 -0.7978 0.4241 0.03 0.04 0.06 -0.815
H -4.1404 0.3277 0.9840 0.00 0.01 -0.01 0.284
H -4.5238 -1.2593 0.3482 -0.03 0.01 0.01 0.526
H -4.0197 -0.6084 -1.9224 0.00 0.00 0.00 0.182
H -4.9494 0.7488 -1.2812 -0.02 -0.01 0.01 0.635
H -2.7740 1.0397 -2.5111 0.05 0.00 -0.02 0.052
H -2.1929 3.0305 -1.6742 0.00 0.00 -0.02 0.380
H -3.9399 2.8868 -1.4611 -0.02 0.02 0.01 0.515
H -2.6636 3.8072 0.5573 -0.01 0.01 0.01 0.587
H -3.6504 2.4105 0.9540 0.00 -0.01 0.01 0.301
H -1.2424 0.8850 3.1155 0.00 0.00 0.00 0.461
H -2.8844 1.2209 2.6039 0.00 0.00 0.00 0.571
H -1.0498 -1.1289 1.9342 -0.02 -0.01 0.00 0.397
H -2.7298 -1.1997 2.4908 -0.02 0.02 0.02 0.569
H -2.3424 -1.7857 0.1870 0.04 0.00 -0.02 0.524
N -0.6115 -2.9147 -0.7467 -0.02 0.02 0.11 -0.374
C -1.0842 -2.4861 -1.9610 -0.21 0.03 -0.21 0.208
N -1.2502 -1.2082 -2.2275 0.13 0.03 -0.01 0.551
C -1.6961 -1.0141 -3.5506 -0.08 -0.02 0.08 0.178
C -1.8022 0.1951 -4.2376 0.08 0.07 -0.05 -0.299
C -2.3059 0.1796 -5.5269 0.01 0.01 0.01 -0.951
C -2.6831 -1.0159 -6.1420 0.00 -0.04 0.00 -0.714
C -2.5192 -2.2250 -5.4928 -0.01 0.00 -0.04 -0.493
C -2.0145 -2.2045 -4.1979 0.00 -0.03 0.05 0.213
S -1.5917 -3.5677 -3.1947 0.04 0.03 0.02 -0.164
H 0.2121 -2.4127 -0.4371 0.07 0.01 -0.01 0.075
H -0.4963 -3.9151 -0.6547 -0.01 -0.03 -0.01 0.335
H -1.3720 1.1118 -3.8437 -0.03 -0.03 0.05 0.391
H -2.3703 1.1064 -6.0812 0.00 -0.01 0.00 0.460
H -3.0668 -1.0002 -7.1525 0.00 0.00 0.00 0.467
H -2.7583 -3.1584 -5.9845 0.00 0.01 -0.01 0.477
F 0.2512 1.4174 -1.7366 -0.30 0.14 -0.43 -0.712
P 1.8307 0.5806 -2.2103 0.18 0.60 -0.09 1.407
F 2.4460 1.4297 -0.9952 -0.05 -0.17 -0.02 -0.236
F 3.1459 -0.1950 -2.4847 -0.09 -0.09 0.06 -0.332
F 2.0494 1.7745 -3.1888 0.01 -0.07 -0.01 -0.325
F 0.9586 -0.2047 -3.2696 0.25 0.00 -0.02 -0.330
F 1.3041 -0.5109 -1.0607 -0.18 -0.38 -0.29 -0.554
O 0.9272 0.1014 1.3486 0.32 -0.07 0.42 -0.408
S 2.3766 -0.2420 1.4525 -0.18 0.42 0.44 0.422
C 3.3360 1.1664 1.8018 -0.01 -0.10 -0.05 0.655
C 2.7833 2.4622 1.7474 -0.02 -0.11 -0.08 -0.109
C 3.6022 3.5250 2.0027 0.18 0.03 0.04 -0.686
C 4.9824 3.3123 2.2512 -0.07 -0.06 -0.02 -0.363
C 5.5372 2.0219 2.2629 -0.02 0.17 0.01 -0.721
C 4.7282 0.9468 2.0239 -0.13 -0.09 -0.04 -0.573
C 2.7102 -1.2631 2.8694 0.04 -0.11 -0.13 0.264
C 2.3283 -0.8383 4.1402 0.00 0.05 0.01 -0.418
C 2.6025 -1.6690 5.2109 0.01 0.00 0.00 -0.778
C 3.2613 -2.8805 5.0062 0.00 0.00 -0.01 -0.459
C 3.6412 -3.2799 3.7330 0.00 0.00 0.00 -0.753
C 3.3605 -2.4688 2.6408 -0.06 -0.04 -0.01 0.065
H 1.7323 2.5861 1.5272 0.00 0.00 0.00 0.452
H 3.2131 4.5341 2.0132 0.00 -0.01 0.00 0.479
H 5.6224 4.1685 2.4254 -0.01 -0.01 0.00 0.447
H 6.5935 1.8875 2.4505 -0.01 0.00 0.00 0.464
H 5.1263 -0.0607 2.0134 -0.01 0.02 0.01 0.487
H 1.8369 0.1162 4.2862 0.01 -0.01 0.00 0.426
H 2.3211 -1.3683 6.2112 0.00 0.00 -0.01 0.446
H 3.4824 -3.5156 5.8536 0.00 0.00 0.00 0.446
H 4.1525 -4.2214 3.5859 0.00 0.01 0.00 0.447
H 3.6429 -2.7710 1.6392 0.01 0.02 0.02 0.523